Entry 1:
Formula: C2H4Cl4
Source: the Open Molecules 2025 dataset
Level of theory: the ωB97M-V functional and the def2-TZVPD basis

Values from the calculation:
spin multiplicity	1
highest occupied orbital energy	-10.979	eV
maximum force	0.010	hartree/bohr
M	169.9	g/mol
SMILES	ClCCl.ClCCl
LUMO level	0.79	eV
relative energy (zero: lowest compared OMol25 entry of this formula, charge and spin)	2.5	kcal per mole
orbital gap	11.770	eV

XYZ file:
```
10
Properties=species:S:1:pos:R:3:nbo_charge:R:1
Cl -0.1894 -0.5998 1.0740 -0.0306
C 0.6519 -1.7610 2.1148 -0.3831
Cl 0.3047 -1.4085 3.8304 -0.0311
H 0.2885 -2.7623 1.9218 0.2227
H 1.7196 -1.7020 1.9489 0.2226
Cl -2.2238 1.4499 -2.0796 -0.0324
C -0.4535 1.5362 -2.2056 -0.3943
Cl 0.0944 3.2117 -2.1307 -0.0171
H -0.0391 1.0025 -1.3570 0.2219
H -0.1532 1.0333 -3.1170 0.2214
```

Entry 2:
Formula: C2H4Cl4
Source: the Open Molecules 2025 dataset
Level of theory: the ωB97M-V functional and the def2-TZVPD basis

Values from the calculation:
spin multiplicity	1
highest occupied orbital energy	-10.898	eV
maximum force	0.072	hartree/bohr
M	169.9	g/mol
SMILES	ClCCl.ClCCl
LUMO level	0.58	eV
relative energy (zero: lowest compared OMol25 entry of this formula, charge and spin)	17.7	kcal per mole
orbital gap	11.478	eV

XYZ file:
```
10
Properties=species:S:1:pos:R:3:nbo_charge:R:1
Cl 1.0360 -0.0875 0.5315 0.0178
C 1.2677 -1.7459 0.9763 -0.4323
Cl 1.5314 -1.9881 2.7748 -0.0462
H 0.4553 -2.4179 0.5842 0.2280
H 2.1406 -2.3245 0.4698 0.2334
Cl -1.4729 2.4054 0.4443 -0.0153
C -1.2373 1.6014 -1.0871 -0.4130
Cl -1.7236 2.5923 -2.3866 0.0083
H -0.2852 1.3122 -1.2157 0.2048
H -1.7120 0.6527 -1.0915 0.2145
```

Entry 3:
Formula: C2H4ClFO
Source: the Open Molecules 2025 dataset
Level of theory: the ωB97M-V functional and the def2-TZVPD basis

Values from the calculation:
spin multiplicity	1
highest occupied orbital energy	-10.832	eV
maximum force	0.074	hartree/bohr
M	98.5	g/mol
SMILES	OC[C@H](F)Cl
LUMO level	0.88	eV
relative energy (zero: lowest compared OMol25 entry of this formula, charge and spin)	7.9	kcal per mole
orbital gap	11.713	eV

XYZ file:
```
9
Properties=species:S:1:pos:R:3:nbo_charge:R:1
O -0.1454 0.8029 -1.3570 -0.7028
C 0.5476 0.4003 -0.1984 -0.1172
C -0.1914 -0.4250 0.8074 0.1893
F -0.3435 -1.6616 0.2375 -0.3497
Cl -1.8354 0.2180 1.0363 -0.0542
H -0.5721 0.0667 -1.7768 0.4722
H 1.2843 -0.1716 -0.6585 0.1918
H 0.9605 1.2630 0.2110 0.1923
H 0.2955 -0.4927 1.6984 0.1784
```

Entry 4:
Formula: C2H4ClI
Source: the Open Molecules 2025 dataset
Level of theory: the ωB97M-V functional and the def2-TZVPD basis

Values from the calculation:
spin multiplicity	1
highest occupied orbital energy (spin up / spin down)	-8.728 / -8.363	eV
maximum force	0.022	hartree/bohr
M	190.4	g/mol
LUMO level (spin up / spin down)	-0.42 / 0.05	eV
relative energy (zero: lowest compared OMol25 entry of this formula, charge and spin)	80.3	kcal per mole
orbital gap (spin up / spin down)	8.306 / 8.414	eV

XYZ file:
```
8
Properties=species:S:1:pos:R:3:nbo_charge:R:1
C 0.8517 -0.4662 1.0945 -0.4764
C -0.8583 0.3355 -0.8557 -0.4587
Cl -1.5751 1.7880 -0.3507 0.0419
I 0.3248 0.3340 -2.5838 0.1669
H 1.3974 -1.1403 0.4687 0.1779
H 0.1251 -0.8456 1.7803 0.1761
H 1.2426 0.5192 1.2452 0.1788
H -1.5083 -0.5247 -0.7986 0.1934
```

Entry 5:
Formula: C2H4ClIN2
Source: the Open Molecules 2025 dataset
Level of theory: the ωB97M-V functional and the def2-TZVPD basis

Values from the calculation:
spin multiplicity	1
highest occupied orbital energy (spin up / spin down)	-8.102 / -8.102	eV
maximum force	0.096	hartree/bohr
M	218.4	g/mol
LUMO level (spin up / spin down)	0.13 / 0.13	eV
relative energy (zero: lowest compared OMol25 entry of this formula, charge and spin)	61.4	kcal per mole
orbital gap (spin up / spin down)	8.230 / 8.231	eV

XYZ file:
```
10
Properties=species:S:1:pos:R:3:nbo_charge:R:1
C -0.5576 -0.8885 -0.5106 -0.1003
C 0.9238 0.1359 0.6214 -0.1973
N -1.0601 0.4710 -0.1028 -0.4939
N 0.2364 1.1652 0.0418 -0.5306
Cl -1.2372 -2.2124 0.3318 0.0258
I 2.8859 -0.1412 0.0042 0.1789
H -0.1467 -1.0543 -1.5063 0.2050
H 0.4349 -0.3956 1.4410 0.2073
H -1.6202 0.9538 -0.9727 0.3479
H 0.1407 1.9659 0.6522 0.3570
```

Entry 6:
Formula: C2H4ClN
Source: the Open Molecules 2025 dataset
Level of theory: the ωB97M-V functional and the def2-TZVPD basis

Values from the calculation:
spin multiplicity	1
highest occupied orbital energy	-9.104	eV
maximum force	0.069	hartree/bohr
M	77.5	g/mol
SMILES	C=C=N.Cl
LUMO level	0.88	eV
relative energy (zero: lowest compared OMol25 entry of this formula, charge and spin)	28.5	kcal per mole
orbital gap	9.986	eV

XYZ file:
```
8
Properties=species:S:1:pos:R:3:nbo_charge:R:1
C -0.8880 -1.2544 -0.9998 -0.6561
C 0.0601 -0.8756 -0.2295 0.4214
N 1.0366 -0.3649 0.2879 -0.6371
H -1.9533 -1.1286 -0.6477 0.2440
H -0.7935 -1.6615 -1.9881 0.2494
H 1.5441 -0.8599 1.0130 0.3813
Cl 0.4153 2.4388 1.1396 -0.2655
H 0.5788 3.7061 1.4245 0.2626
```

Entry 7:
Formula: C2H4ClN2
Source: the Open Molecules 2025 dataset
Level of theory: the ωB97M-V functional and the def2-TZVPD basis

Values from the calculation:
spin multiplicity	3
highest occupied orbital energy (spin up / spin down)	-11.553 / -15.990	eV
maximum force	0.090	hartree/bohr
M	91.5	g/mol
total charge	+1
LUMO level (spin up / spin down)	-4.58 / -9.17	eV
⟨S²⟩	2.028
relative energy (zero: lowest compared OMol25 entry of this formula, charge and spin)	20.1	kcal per mole
orbital gap (spin up / spin down)	6.975 / 6.820	eV

XYZ file:
```
9
Properties=species:S:1:pos:R:3:nbo_charge:R:1
C -0.9720 -1.5299 0.0433 -0.2174
C 0.7980 0.1834 -0.0897 0.2849
N -0.0137 -0.7178 0.0832 -0.2644
N 0.2320 1.7307 0.1744 -0.3488
Cl 2.4439 -0.2376 -0.1893 0.1749
H -1.4492 -1.8485 -0.8982 0.2636
H -1.4265 -1.7936 0.9567 0.2432
H -0.7196 1.9352 -0.1216 0.4350
H 1.1072 2.2782 0.0412 0.4290
```

Entry 8:
Formula: C2H4ClN2P
Source: the Open Molecules 2025 dataset
Level of theory: the ωB97M-V functional and the def2-TZVPD basis

Values from the calculation:
spin multiplicity	1
highest occupied orbital energy (spin up / spin down)	-8.996 / -8.997	eV
maximum force	0.094	hartree/bohr
M	122.5	g/mol
LUMO level (spin up / spin down)	-1.04 / -1.04	eV
relative energy (zero: lowest compared OMol25 entry of this formula, charge and spin)	112.7	kcal per mole
orbital gap (spin up / spin down)	7.955 / 7.960	eV

XYZ file:
```
10
Properties=species:S:1:pos:R:3:nbo_charge:R:1
C -0.1308 -0.6427 0.4449 -0.3749
C -0.3803 0.4958 -0.4646 -0.0581
N -0.8739 -1.8211 0.0796 -0.9405
N -2.6336 -0.0637 -0.3885 -0.9847
P -2.4236 -1.6402 -0.1276 1.2765
Cl -3.8577 1.0105 0.1850 0.1419
H 0.8041 -1.1176 0.2926 0.2695
H -0.4002 -0.3092 1.4816 0.2122
H -0.3714 1.4968 -0.0921 0.2170
H -0.3751 0.0506 -1.5707 0.2410
```

Entry 9:
Formula: C2H4ClN2P
Source: the Open Molecules 2025 dataset
Level of theory: the ωB97M-V functional and the def2-TZVPD basis

Values from the calculation:
spin multiplicity	1
highest occupied orbital energy (spin up / spin down)	-7.788 / -8.810	eV
maximum force	0.090	hartree/bohr
M	122.5	g/mol
LUMO level (spin up / spin down)	-0.81 / -0.64	eV
relative energy (zero: lowest compared OMol25 entry of this formula, charge and spin)	68.8	kcal per mole
orbital gap (spin up / spin down)	6.975 / 8.167	eV

XYZ file:
```
10
Properties=species:S:1:pos:R:3:nbo_charge:R:1
C 0.2320 -0.9893 0.3739 0.2294
C 0.9715 0.3018 0.1655 -0.3430
N -0.9311 -1.2095 0.0511 -0.7871
N 0.3715 1.3204 -0.5347 -0.7404
P -1.9717 -0.2810 -0.7856 0.9568
Cl -3.1706 0.4556 0.6570 -0.2784
H 0.6842 -1.8930 0.7266 0.1922
H 1.2793 0.7370 1.1680 0.2235
H 1.9960 0.0364 -0.3653 0.2053
H 0.5389 1.5216 -1.4565 0.3418
```

Entry 10:
Formula: C2H4ClN3O2
Source: the Open Molecules 2025 dataset
Level of theory: the ωB97M-V functional and the def2-TZVPD basis

Values from the calculation:
spin multiplicity	1
highest occupied orbital energy	-9.537	eV
maximum force	0.060	hartree/bohr
M	137.5	g/mol
SMILES	O=[N+]([O-])[C@@H]1NN[C@H]1Cl
LUMO level	-0.09	eV
relative energy (zero: lowest compared OMol25 entry of this formula, charge and spin)	94.4	kcal per mole
orbital gap	9.446	eV

XYZ file:
```
12
Properties=species:S:1:pos:R:3:nbo_charge:R:1
O 1.5539 -1.9091 0.0744 -0.3865
N 1.4734 -0.6987 -0.0477 0.5278
O 2.3779 0.0510 0.0783 -0.3503
C 0.2022 -0.1975 -0.5601 -0.0024
N -0.0193 1.2565 -0.5814 -0.4495
N -0.9418 1.0852 0.5333 -0.4820
C -0.8614 -0.3238 0.5380 -0.0152
Cl -2.3942 -1.1305 -0.1053 -0.0862
H 0.0481 -0.7918 -1.3742 0.2335
H 0.8417 1.7562 -0.3707 0.3781
H -1.7169 1.6542 0.2351 0.3921
H -0.5637 -0.7517 1.5803 0.2404
```